(1)
DFT (the ωB97M-V functional and the def2-TZVPD basis) results for the ion CH4ClFOP with charge +1 in a non-equilibrium geometry.

The value obtained for the HOMO-LUMO gap is 14.5 eV. As for the energy relative to the best compared isomer or geometry (same formula, charge and spin): 30.7 kJ/mol. As for the net charge: +1. The calculation puts the lowest unoccupied orbital energy at -0.1366 Eh. The calculation puts the total energy at -27672.6997 eV.

Element x y z (Å)
C (0.1589, 0.2531, 1.0610)
O (0.0979, -1.3618, -1.0344)
F (0.4532, 0.9860, -1.4057)
P (-0.3743, 0.0717, -0.5116)
Cl (-2.1813, 0.3143, -0.9390)
H (0.4050, 1.3304, 1.2320)
H (1.1339, -0.2366, 1.1802)
H (-0.6457, 0.0464, 1.7495)
H (0.9524, -1.4036, -1.3319)

Results of the natural (NBO) charge analysis, in e, for atoms 1 through 4: -1.14, -0.94, -0.51, 2.13

(2)
DFT (the ωB97M-V functional and the def2-TZVPD basis) results for a cluster of 2 separate species, C16H31ClFN3O2P in total in a non-equilibrium geometry.

The value obtained for the HOMO-LUMO gap is 6.3 eV. As for the net charge: +1. The calculation puts the lowest unoccupied orbital energy at -0.1611 Eh. The calculation puts the total energy at -50179.9248 eV.

Element x y z (Å)
C (-1.4792, 0.7828, 0.5101)
C (-2.7423, 1.5286, -0.0207)
P (-2.3504, 2.3696, -1.6608)
C (-1.6895, 0.9895, -2.6833)
C (-1.1396, 3.6588, -1.1461)
C (-1.6862, 4.5588, -0.1672)
C (-0.9464, 5.6186, 0.3029)
C (-1.4749, 6.6154, 1.2905)
C (0.3950, 5.7019, -0.2312)
Cl (1.3674, 7.0275, 0.3474)
N (0.8964, 4.9040, -1.1035)
N (0.1052, 3.9319, -1.5341)
C (0.7458, 3.0930, -2.5690)
C (1.3797, 1.8140, -1.9565)
F (1.4734, 0.8639, -2.9615)
H (-0.6485, 1.5047, 0.5791)
H (-1.2335, -0.1007, -0.0915)
H (-1.6282, 0.4083, 1.5357)
H (-3.4591, 0.7431, -0.3020)
H (-3.1298, 2.2411, 0.7129)
H (-0.9064, 0.3726, -2.2326)
H (-1.4193, 1.3570, -3.6823)
H (-2.5474, 0.3159, -2.8596)
H (-2.7077, 4.4459, 0.1943)
H (-1.2940, 7.6238, 0.8812)
H (-0.9361, 6.5707, 2.2470)
H (-2.5549, 6.5130, 1.4581)
H (0.0845, 2.8830, -3.4131)
H (1.5962, 3.6431, -2.9950)
H (2.3916, 2.0074, -1.5730)
H (0.7631, 1.3988, -1.1452)
C (2.7422, -5.3422, -0.7995)
O (2.0595, -5.7898, 0.3579)
C (2.6491, -5.3492, 1.5767)
C (1.7477, -4.3498, 2.2782)
N (1.7077, -3.0795, 1.5578)
C (0.6809, -2.1593, 2.0379)
C (-0.7813, -2.5802, 1.8865)
O (-1.2252, -2.6510, 0.5381)
C (-0.9539, -3.8872, -0.1106)
H (2.3084, -5.8511, -1.6593)
H (2.6239, -4.2623, -0.9406)
H (3.8053, -5.5933, -0.7510)
H (3.6508, -4.9390, 1.4216)
H (2.7468, -6.2303, 2.2166)
H (2.1220, -4.1763, 3.2909)
H (0.7504, -4.8008, 2.3524)
H (1.5370, -3.2632, 0.5778)
H (0.8163, -1.2259, 1.4808)
H (0.8790, -1.9292, 3.0896)
H (-1.3883, -1.7998, 2.3558)
H (-1.0135, -3.5041, 2.4255)
H (-0.9741, -4.7306, 0.5817)
H (0.0073, -3.8488, -0.6283)
H (-1.7228, -4.0434, -0.8678)

Results of the natural (NBO) charge analysis, in e, for atoms 1 through 4: -0.63, -0.66, 0.83, -0.95

(3)
DFT (the ωB97M-V functional and the def2-TZVPD basis) results for an isolated molecule of C4H6N2S2 in a non-equilibrium geometry.

The value obtained for the HOMO-LUMO gap is 8.4 eV. As for the energy relative to the best compared isomer or geometry (same formula, charge and spin): 344.5 kJ/mol. As for the structure (SMILES): NC[C@@H]1C=NSC1=S. The calculation puts the lowest unoccupied orbital energy at -0.0105 Eh. The calculation puts the total energy at -28892.6402 eV.

Element x y z (Å)
C (0.6298, -1.0771, -0.1283)
C (-0.3247, 0.1243, -0.6772)
C (-0.0088, 1.6272, -0.5855)
C (-1.7981, -0.0586, -0.0981)
H (2.5322, -0.6532, 1.1654)
H (1.0957, -0.9572, 2.0712)
H (1.4714, -0.9935, -0.6552)
H (0.1829, -2.0397, 0.0180)
H (-0.4175, -0.0739, -1.7330)
H (0.9138, 2.1308, -1.1014)
N (1.3491, -0.5610, 1.0562)
N (-0.8099, 2.4050, -0.1141)
S (-2.1043, 1.5027, 0.7618)
S (-2.7117, -1.3759, 0.0202)

Results of the natural (NBO) charge analysis, in e, for atoms 1 through 4: -0.19, -0.37, 0.13, -0.30

(4)
DFT (the ωB97M-V functional and the def2-TZVPD basis) results for a structure of composition C29H41KN9S in a non-equilibrium geometry.

The value obtained for the HOMO-LUMO gap is 8.2 eV. As for the net charge: +1. The calculation puts the lowest unoccupied orbital energy at -0.1189 Eh. The calculation puts the total energy at -71304.7751 eV.

Element x y z (Å)
K (-0.7978, -1.1101, 0.3792)
C (2.0088, 1.0589, 2.0338)
N (1.1739, -0.1015, 2.3325)
C (0.2895, 0.2130, 3.4520)
C (2.0484, -1.2265, 2.6619)
C (1.3523, -2.5709, 2.8236)
N (0.6655, -3.0666, 1.6300)
C (-0.0048, -4.3195, 1.9610)
C (1.6040, -3.3114, 0.5397)
H (2.6969, 1.2924, 2.8605)
H (1.3808, 1.9329, 1.8635)
H (2.5969, 0.8756, 1.1340)
H (0.8503, 0.3671, 4.3870)
H (-0.4320, -0.5885, 3.6078)
H (-0.2667, 1.1251, 3.2325)
H (2.5818, -1.0267, 3.6061)
H (2.8050, -1.3009, 1.8787)
H (0.6166, -2.5071, 3.6284)
H (2.1213, -3.2925, 3.1464)
H (0.7050, -5.1005, 2.2728)
H (-0.5592, -4.6874, 1.0961)
H (-0.7045, -4.1656, 2.7824)
H (2.4247, -3.9780, 0.8455)
H (2.0327, -2.3741, 0.1821)
H (1.0764, -3.7857, -0.2882)
N (-2.9865, -2.5076, -0.4929)
C (-3.0412, -2.9602, -1.8850)
C (-1.7121, -3.5907, -2.2746)
N (-0.6474, -2.5790, -2.3059)
H (-3.1179, -3.3016, 0.1246)
H (-3.7357, -1.8534, -0.2974)
H (-3.2285, -2.0940, -2.5247)
H (-3.8406, -3.6846, -2.0744)
H (-1.8254, -4.1173, -3.2284)
H (-1.4511, -4.3346, -1.5158)
H (-0.7995, -1.9618, -3.0969)
H (0.2420, -3.0383, -2.4670)
C (-2.8287, 4.0717, -2.3261)
C (-2.4510, 2.7906, -2.7034)
C (-2.5359, 1.7460, -1.8012)
C (-2.9661, 1.9853, -0.4972)
C (-3.3601, 3.2753, -0.1227)
C (-3.2926, 4.3090, -1.0356)
N (-3.0613, 0.8691, 0.3517)
N (-3.2656, 1.1288, 1.5476)
C (-3.4646, 0.0688, 2.4435)
C (-4.3621, 0.3185, 3.4834)
C (-4.5727, -0.6662, 4.4288)
C (-3.8700, -1.8577, 4.3252)
C (-2.9893, -2.0042, 3.2659)
N (-2.7839, -1.0741, 2.3385)
H (-2.7846, 4.8825, -3.0411)
H (-2.0940, 2.6122, -3.7095)
H (-2.2632, 0.7367, -2.0856)
H (-3.7352, 3.4357, 0.8778)
H (-3.6082, 5.3027, -0.7470)
H (-4.8813, 1.2656, 3.5193)
H (-5.2624, -0.5006, 5.2456)
H (-3.9969, -2.6492, 5.0499)
H (-2.4179, -2.9189, 3.1517)
S (2.8084, 3.8054, -3.8950)
C (2.0317, 2.5436, -2.8896)
C (2.1394, 1.1943, -3.2037)
C (1.5203, 0.2757, -2.3730)
N (0.8205, 0.6132, -1.2900)
C (0.7159, 1.9092, -1.0075)
C (1.2980, 2.9096, -1.7706)
C (4.4942, 3.4401, -3.3860)
C (5.2693, 2.5256, -4.0805)
C (6.5165, 2.2063, -3.5578)
N (7.0015, 2.7440, -2.4449)
C (6.2706, 3.6621, -1.8232)
C (5.0073, 4.0502, -2.2521)
H (2.6895, 0.8669, -4.0740)
H (1.5801, -0.7865, -2.5864)
H (0.1461, 2.1621, -0.1194)
H (1.1879, 3.9512, -1.5020)
H (4.9225, 2.0852, -5.0048)
H (7.1538, 1.4829, -4.0547)
H (6.7122, 4.1028, -0.9361)
H (4.4397, 4.8002, -1.7192)

Results of the natural (NBO) charge analysis, in e, for atoms 1 through 4: 0.87, -0.41, -0.46, -0.43

Among the records above, which one has the highest lowest unoccupied orbital energy? C4H6N2S2

What is the lowest unoccupied orbital energy in the third record? -0.0105 Eh

Repeat the second record exactly.
DFT (the ωB97M-V functional and the def2-TZVPD basis) results for a cluster of 2 separate species, C16H31ClFN3O2P in total in a non-equilibrium geometry.

The value obtained for the HOMO-LUMO gap is 6.3 eV. As for the net charge: +1. The calculation puts the lowest unoccupied orbital energy at -0.1611 Eh. The calculation puts the total energy at -50179.9248 eV.

Element x y z (Å)
C (-1.4792, 0.7828, 0.5101)
C (-2.7423, 1.5286, -0.0207)
P (-2.3504, 2.3696, -1.6608)
C (-1.6895, 0.9895, -2.6833)
C (-1.1396, 3.6588, -1.1461)
C (-1.6862, 4.5588, -0.1672)
C (-0.9464, 5.6186, 0.3029)
C (-1.4749, 6.6154, 1.2905)
C (0.3950, 5.7019, -0.2312)
Cl (1.3674, 7.0275, 0.3474)
N (0.8964, 4.9040, -1.1035)
N (0.1052, 3.9319, -1.5341)
C (0.7458, 3.0930, -2.5690)
C (1.3797, 1.8140, -1.9565)
F (1.4734, 0.8639, -2.9615)
H (-0.6485, 1.5047, 0.5791)
H (-1.2335, -0.1007, -0.0915)
H (-1.6282, 0.4083, 1.5357)
H (-3.4591, 0.7431, -0.3020)
H (-3.1298, 2.2411, 0.7129)
H (-0.9064, 0.3726, -2.2326)
H (-1.4193, 1.3570, -3.6823)
H (-2.5474, 0.3159, -2.8596)
H (-2.7077, 4.4459, 0.1943)
H (-1.2940, 7.6238, 0.8812)
H (-0.9361, 6.5707, 2.2470)
H (-2.5549, 6.5130, 1.4581)
H (0.0845, 2.8830, -3.4131)
H (1.5962, 3.6431, -2.9950)
H (2.3916, 2.0074, -1.5730)
H (0.7631, 1.3988, -1.1452)
C (2.7422, -5.3422, -0.7995)
O (2.0595, -5.7898, 0.3579)
C (2.6491, -5.3492, 1.5767)
C (1.7477, -4.3498, 2.2782)
N (1.7077, -3.0795, 1.5578)
C (0.6809, -2.1593, 2.0379)
C (-0.7813, -2.5802, 1.8865)
O (-1.2252, -2.6510, 0.5381)
C (-0.9539, -3.8872, -0.1106)
H (2.3084, -5.8511, -1.6593)
H (2.6239, -4.2623, -0.9406)
H (3.8053, -5.5933, -0.7510)
H (3.6508, -4.9390, 1.4216)
H (2.7468, -6.2303, 2.2166)
H (2.1220, -4.1763, 3.2909)
H (0.7504, -4.8008, 2.3524)
H (1.5370, -3.2632, 0.5778)
H (0.8163, -1.2259, 1.4808)
H (0.8790, -1.9292, 3.0896)
H (-1.3883, -1.7998, 2.3558)
H (-1.0135, -3.5041, 2.4255)
H (-0.9741, -4.7306, 0.5817)
H (0.0073, -3.8488, -0.6283)
H (-1.7228, -4.0434, -0.8678)

Results of the natural (NBO) charge analysis, in e, for atoms 1 through 4: -0.63, -0.66, 0.83, -0.95

Among the records above, which one has the lowest total energy? C29H41KN9S